Density functional theory data (ωB97M-V/def2-TZVPD) for a molecular structure, C27H52BClF3N2O7PSi2.

The geometry in XYZ format:
```
96
Properties=species:S:1:pos:R:3:forces:R:3:lowdin_charge:R:1
C 0.508 2.692 3.428 0.03 0.01 -0.01 -0.11
C 1.555 1.665 3.864 -0.59 0.23 -0.14 -0.26
C 1.254 0.285 3.285 0.26 0.03 0.12 -0.24
C 2.431 -0.679 3.363 -0.11 -0.10 -0.01 -0.21
C 2.215 -2.022 2.658 0.24 0.00 0.40 -0.20
C 0.978 -2.833 3.100 0.12 -0.28 -0.30 -0.19
C -0.077 -3.087 2.005 -0.25 0.20 0.68 -0.25
C -1.208 -2.044 2.007 0.41 -0.08 -0.31 -0.27
Si -2.577 -2.226 0.722 -0.02 -0.41 0.36 0.49
O -2.026 -1.987 -0.871 0.26 0.47 0.62 -0.31
Si -1.019 -0.786 -1.317 0.29 -0.38 -0.67 0.57
C 0.752 -1.032 -0.801 -0.03 0.26 0.14 -0.19
C 1.763 -0.152 -1.481 0.52 0.28 0.33 -0.28
N 2.715 0.364 -0.816 -0.48 -0.22 -0.24 0.13
C -1.121 -0.686 -3.217 -0.60 0.00 0.27 -0.18
C -1.676 -1.964 -3.733 0.72 -0.97 -0.39 -0.86
O -1.048 -2.936 -4.039 -0.50 0.77 0.28 0.05
Cl -3.447 -1.975 -3.871 -0.11 0.00 -0.01 0.69
C -1.566 0.961 -0.709 0.05 0.04 -0.15 -0.59
F -1.381 1.216 0.597 -0.02 -0.07 0.00 0.11
F -0.801 1.859 -1.394 -0.03 0.06 0.04 0.08
F -2.853 1.256 -0.999 0.00 -0.02 0.06 0.10
B -4.116 -0.984 1.248 0.03 -0.27 -0.46 -0.64
O -3.958 -0.031 2.248 -0.53 -0.46 0.33 0.09
N -5.383 -1.154 0.600 0.37 1.56 0.34 -0.13
C -5.390 -0.855 -0.834 -0.19 -0.73 -0.16 -0.09
C -6.499 -0.475 1.272 -0.04 -0.14 -0.27 -0.08
P -3.478 -4.288 0.660 -0.84 0.08 -0.57 0.88
C -2.524 -5.344 -0.507 0.59 0.00 0.12 -0.47
C -1.037 -5.590 -0.253 -0.11 -0.19 -0.22 -0.16
C -3.363 -5.011 2.352 0.12 -0.15 0.05 -0.48
C -4.171 -4.156 3.327 -0.14 -0.07 -0.18 -0.17
H -0.474 2.456 3.842 -0.02 -0.02 -0.02 0.07
H 0.774 3.698 3.755 -0.02 -0.01 0.05 0.07
H 0.409 2.715 2.341 0.02 -0.01 -0.03 0.06
H 1.520 1.613 4.955 0.38 -0.03 0.03 0.11
H 2.536 2.018 3.542 0.12 -0.13 0.10 0.11
H 0.409 -0.137 3.835 -0.15 0.01 -0.16 0.11
H 0.954 0.407 2.239 -0.02 -0.04 -0.04 0.09
H 3.311 -0.194 2.933 0.02 -0.03 -0.01 0.11
H 2.672 -0.890 4.410 -0.03 0.13 0.06 0.12
H 2.246 -1.884 1.575 -0.16 0.03 -0.03 0.09
H 3.091 -2.630 2.900 0.07 0.03 -0.19 0.10
H 0.494 -2.386 3.972 0.02 0.09 -0.01 0.11
H 1.333 -3.811 3.432 -0.01 0.01 0.05 0.10
H 0.420 -3.161 1.039 -0.05 -0.08 -0.07 0.08
H -0.544 -4.048 2.228 0.08 -0.10 -0.30 0.07
H -1.724 -2.154 2.969 -0.09 0.14 0.02 0.08
H -0.781 -1.037 2.024 -0.15 0.11 -0.07 0.05
H 1.004 -2.087 -0.951 -0.04 -0.02 -0.13 0.10
H 0.856 -0.827 0.266 -0.04 -0.15 0.06 0.06
H 1.677 0.058 -2.552 -0.13 -0.18 -0.04 0.09
H 3.278 0.922 -1.453 0.17 0.14 0.05 0.03
H -0.141 -0.535 -3.662 0.04 0.11 0.02 0.08
H -1.816 0.118 -3.457 0.19 0.16 -0.12 0.08
H -3.896 -0.353 3.151 0.36 0.12 0.07 0.10
H -5.551 0.213 -1.006 0.00 0.02 0.02 0.10
H -6.179 -1.417 -1.338 -0.06 0.05 -0.02 0.09
H -4.446 -1.125 -1.303 0.06 -0.08 0.06 0.03
H -7.429 -0.699 0.746 -0.01 -0.12 0.06 0.09
H -6.374 0.611 1.270 0.00 0.02 0.07 0.09
H -6.579 -0.826 2.299 -0.06 0.06 0.01 0.08
H -2.649 -4.879 -1.487 -0.10 0.01 0.01 0.06
H -3.044 -6.302 -0.559 -0.14 0.03 0.05 0.06
H -0.854 -5.913 0.772 0.08 0.09 0.04 0.06
H -0.446 -4.701 -0.474 -0.01 0.04 0.17 0.05
H -0.674 -6.384 -0.911 0.04 0.00 0.00 0.07
H -3.840 -5.992 2.280 0.03 -0.02 -0.03 0.07
H -2.349 -5.188 2.717 0.04 0.11 0.01 0.06
H -5.177 -3.997 2.932 0.00 0.01 0.01 0.07
H -4.271 -4.647 4.295 0.11 0.11 0.07 0.07
H -3.720 -3.170 3.461 0.05 -0.01 0.16 0.04
O 2.991 3.713 -3.010 -0.06 0.09 0.08 0.13
C 3.235 2.945 -3.891 0.15 0.12 0.00 -0.48
O 3.593 1.660 -3.637 -0.02 -0.13 -0.10 -0.01
C 3.935 0.983 -4.863 -0.02 -0.04 -0.10 -0.14
C 3.231 1.772 -5.961 -0.01 0.12 0.05 -0.15
C 3.244 3.189 -5.386 -0.14 -0.34 -0.06 -0.07
H 5.021 0.997 -4.969 0.01 0.02 -0.01 0.13
H 3.599 -0.049 -4.792 0.01 0.00 0.10 0.12
H 3.716 1.675 -6.929 0.05 0.01 0.02 0.12
H 2.202 1.426 -6.063 0.00 -0.02 -0.01 0.12
H 4.158 3.729 -5.637 -0.01 0.05 0.01 0.13
H 2.383 3.785 -5.675 0.06 0.13 0.03 0.13
O 5.728 8.698 0.546 0.06 0.02 0.07 0.12
C 5.141 7.855 -0.064 -0.12 0.11 -0.07 -0.49
O 5.782 6.925 -0.813 0.01 -0.07 -0.05 0.02
C 4.831 6.103 -1.516 -0.09 -0.07 -0.01 -0.16
C 3.540 6.225 -0.723 -0.17 0.10 0.07 -0.16
C 3.640 7.644 -0.169 0.14 -0.36 -0.01 -0.07
H 4.730 6.485 -2.534 -0.01 0.02 0.00 0.12
H 5.206 5.084 -1.557 0.12 0.03 0.02 0.12
H 2.655 6.037 -1.325 0.03 -0.01 -0.06 0.11
H 3.544 5.508 0.099 0.00 -0.03 -0.01 0.12
H 3.240 8.388 -0.861 -0.01 0.04 0.03 0.13
H 3.172 7.769 0.803 0.00 0.15 0.00 0.12
```
Forces are in eV/Å.

LUMO level: 0.1869 eV
net charge: 0
E_HOMO: -0.2855 hartree
E_tot: -3401.3853 a.u.

Density functional theory data (ωB97M-V/def2-TZVPD) for C19H16N4O3S in the gas phase.

The geometry in XYZ format:
```
43
Properties=species:S:1:pos:R:3:forces:R:3:lowdin_charge:R:1
O -3.695 -0.236 1.436 -0.34 0.29 -0.12 0.06
O -0.473 2.024 -0.763 -0.74 -1.43 0.15 0.07
O 4.369 -2.015 -0.897 1.22 0.60 1.27 -0.54
N -0.594 -2.744 -0.722 -0.47 0.25 0.58 0.14
C -2.702 -0.200 0.708 -2.94 -0.32 3.19 -0.38
C -1.014 0.954 -0.466 1.90 2.79 -0.65 -0.34
C -1.459 -3.512 -0.051 -0.20 1.75 0.14 -0.11
C -2.110 -1.423 0.357 2.46 -0.11 -1.77 -0.13
C -0.991 -1.447 -0.436 -0.09 -1.08 -0.83 -0.19
C -0.046 2.849 4.532 0.08 -0.16 -0.43 -0.10
C 1.670 0.665 -3.931 0.64 -0.90 0.16 -0.07
C -1.071 1.918 4.618 0.01 -0.44 -0.60 -0.08
C 0.200 3.543 3.358 -0.75 -0.22 -0.65 -0.08
C 0.590 0.589 -3.069 -0.97 0.25 0.37 -0.02
C 2.814 -0.140 -3.696 -0.50 0.22 0.02 -0.07
C 1.743 -1.097 -1.759 -1.18 0.28 0.58 0.00
C -1.900 1.676 3.494 1.23 1.33 0.56 -0.02
C -0.641 3.371 2.256 -0.39 -0.83 0.77 -0.03
C 0.590 -0.269 -1.946 1.88 0.00 -0.33 -0.13
C 2.847 -1.054 -2.621 -2.22 1.98 -1.68 -0.42
C -1.704 2.440 2.322 0.41 0.32 -0.04 -0.17
N -2.387 -2.732 0.599 -0.23 -1.49 0.23 0.13
N -0.480 -0.260 -0.972 -0.51 -0.30 0.38 0.12
N -2.108 0.990 0.414 1.26 -1.86 -2.08 0.08
S 4.249 -2.035 -2.367 -0.34 -1.93 1.05 0.91
C -2.532 2.226 1.051 -0.40 0.82 0.85 -0.07
C 3.433 -3.683 -2.473 -1.11 0.57 -1.64 -0.22
H -1.478 -4.606 0.033 0.15 0.72 -0.20 0.13
H 0.640 2.976 5.342 0.21 0.04 0.53 0.09
H 1.581 1.305 -4.819 0.32 -0.25 0.55 0.11
H -1.104 1.295 5.528 -0.42 0.40 -0.58 0.11
H 1.063 4.170 3.245 0.22 0.33 0.19 0.10
H -0.268 1.253 -3.286 0.51 -0.59 0.40 0.13
H 3.676 -0.027 -4.355 -0.17 -0.20 0.15 0.10
H 1.759 -1.787 -0.908 0.08 0.41 -0.33 0.11
H -2.653 0.933 3.603 -0.63 -0.44 -0.35 0.09
H -0.447 3.899 1.333 -0.05 -0.01 -0.07 0.11
H -3.108 -3.101 1.202 -0.02 0.29 -0.05 0.16
H -2.424 3.072 0.351 0.25 -0.58 0.27 0.13
H -3.606 2.181 1.318 0.63 -0.47 -0.34 0.14
H 4.042 -4.446 -2.009 0.25 0.21 0.33 0.05
H 3.314 -3.938 -3.538 -0.13 -0.06 0.25 0.05
H 2.414 -3.576 -2.018 1.08 -0.20 -0.21 0.06
```
Forces are in eV/Å.

LUMO level: 0.4708 eV
net charge: 0
energy above the lowest of the compared OMol25 structures with the same formula, charge and spin: 65.2 kJ/mol
E_HOMO: -0.3177 hartree
E_tot: -1576.5621 a.u.

Density functional theory data (ωB97M-V/def2-TZVPD) for a gas-phase ion, C4H12NO (charge +1).

The geometry in XYZ format:
```
18
Properties=species:S:1:pos:R:3:forces:R:3:lowdin_charge:R:1
C 0.172 1.289 -1.919 -0.24 -0.22 0.72 -0.03
C -0.223 0.581 -0.616 -0.54 0.48 -1.11 -0.34
N 0.170 1.381 0.599 -0.50 0.52 0.77 0.21
C 0.371 -0.805 -0.531 0.53 -0.32 0.49 -0.14
C -0.228 -1.713 0.526 -0.19 0.85 0.99 -0.16
O -0.285 -0.912 1.758 0.11 0.04 -1.03 -0.09
H -0.205 2.310 -1.891 0.18 0.10 -0.28 0.09
H 1.248 1.251 -2.084 0.07 0.20 0.08 0.09
H -0.294 0.756 -2.745 -0.10 0.08 -0.04 0.10
H -1.315 0.588 -0.540 0.04 -0.31 -0.09 0.16
H -0.035 0.747 1.400 0.36 -0.07 0.07 0.13
H -0.398 2.227 0.747 0.03 -0.28 -0.43 0.18
H 1.133 1.699 0.643 0.35 -0.28 -0.21 0.17
H 1.434 -0.656 -0.297 0.00 -0.19 -0.02 0.14
H 0.365 -1.303 -1.497 -0.24 0.11 -0.16 0.14
H 0.402 -2.577 0.704 0.06 -0.18 -0.14 0.13
H -1.255 -2.028 0.349 0.06 -0.06 -0.46 0.13
H -0.177 -1.487 2.500 0.01 -0.46 0.85 0.10
```
Forces are in eV/Å.

LUMO level: -3.1420 eV
net charge: +1
energy above the lowest of the compared OMol25 structures with the same formula, charge and spin: 29.4 kJ/mol
E_HOMO: -0.5594 hartree
E_tot: -289.3637 a.u.